A 11-piece molecular cluster, C48H121N7O20 overall. Source: the Open Molecules 2025 dataset; level of theory: wB97M-V/def2-TZVPD.

Output
- Energy: -3787.60665 Ha
- Highest occupied orbital energy: -8.50 eV
- 2S+1: 1
- Frontier orbital gap: 0.500 eV
- Total charge: +4
- Relative energy (zero: lowest compared OMol25 entry of this formula, charge and spin): 327.1 kJ/mol

Last column: Löwdin charge in e.
Cartesian coordinates (Å):
C -8.137 -2.955 -3.331  -0.05
O -7.225 -1.919 -2.935  -0.21
C -7.103 -1.785 -1.556  -0.22
C -6.100 -0.691 -1.335  -0.08
N -6.367 0.409 -2.358  0.06
H -5.478 0.951 -2.511  0.16
H -6.571 -0.001 -3.312  0.17
C -7.498 1.350 -1.967  -0.08
C -7.208 2.130 -0.741  -0.20
O -5.884 2.647 -0.842  -0.23
C -5.779 4.026 -1.147  -0.09
H -9.185 -2.692 -3.149  0.10
H -7.956 -3.901 -2.752  0.11
H -8.028 -3.137 -4.365  0.06
H -6.755 -2.714 -1.128  0.14
H -8.047 -1.461 -1.085  0.13
H -5.026 -0.986 -1.450  0.14
H -6.261 -0.289 -0.364  0.11
H -8.423 0.680 -1.784  0.17
H -7.528 1.957 -2.825  0.11
H -7.111 1.540 0.164  0.12
H -7.987 2.911 -0.526  0.16
H -6.372 4.167 -2.066  0.09
H -4.697 4.186 -1.394  0.10
H -6.122 4.699 -0.306  0.11
C 9.451 10.847 4.636  -0.06
O 10.576 10.331 3.938  -0.22
C 11.811 10.738 4.451  -0.23
C 12.916 10.084 3.595  -0.08
N 12.582 10.582 2.244  0.05
H 11.585 10.348 2.137  0.16
H 12.698 11.575 2.033  0.20
C 13.403 9.905 1.207  -0.12
C 12.799 8.643 0.752  -0.22
O 11.432 8.894 0.438  -0.23
C 10.992 8.076 -0.669  -0.07
H 9.500 10.520 5.683  0.10
H 8.592 10.478 4.115  0.09
H 9.466 11.979 4.581  0.12
H 11.848 10.434 5.558  0.16
H 11.949 11.834 4.494  0.14
H 12.712 9.023 3.621  0.14
H 13.961 10.364 3.916  0.17
H 14.374 9.714 1.669  0.14
H 13.612 10.600 0.440  0.13
H 12.818 7.796 1.524  0.16
H 13.294 8.252 -0.211  0.16
H 9.913 8.025 -0.559  0.08
H 11.669 7.195 -0.778  0.09
H 11.219 8.705 -1.729  0.15
C -11.475 -10.398 8.328  -0.05
O -10.785 -11.268 8.843  -0.07
C -9.622 -10.692 9.672  -0.08
C -9.754 -11.099 11.152  -0.02
N -8.216 -11.490 11.609  0.06
H -8.429 -11.850 12.535  0.13
H -7.895 -12.344 11.073  0.17
C -6.854 -10.328 11.744  0.07
C -5.836 -10.561 12.890  -0.32
O -4.778 -9.958 12.423  -0.24
C -3.430 -10.493 12.287  -0.04
H 5.217 -2.327 -13.382  -0.19
H -12.071 -10.536 7.480  0.07
H -11.127 -9.426 8.466  0.04
H -9.588 -9.630 9.344  0.13
H -8.778 -11.306 9.213  0.15
H -10.403 -12.001 11.246  0.15
H -9.922 -10.267 11.838  0.13
H -7.449 -9.441 11.779  0.10
H -6.219 -10.447 10.824  0.14
H -5.660 -11.663 13.307  0.18
H -6.037 -9.890 13.791  0.15
H -2.761 -9.764 12.969  0.13
H -3.084 -10.031 11.295  0.10
H -3.253 -11.609 12.467  0.12
C 0.989 2.524 3.002  -0.07
O 1.693 1.290 2.910  -0.17
C 1.513 0.415 3.971  -0.21
C 2.766 -0.485 4.071  -0.05
N 2.965 -1.237 2.763  0.05
H 2.346 -2.038 2.771  0.14
H 2.555 -0.701 1.974  0.18
C 4.326 -1.687 2.391  -0.09
C 4.207 -2.703 1.233  -0.20
O 3.667 -3.920 1.786  -0.22
C 3.801 -5.000 0.808  -0.06
H -0.063 2.357 3.181  0.09
H 1.145 3.175 2.161  0.08
H 1.424 3.135 3.763  0.09
H 0.672 -0.199 3.792  0.06
H 1.405 0.884 4.938  0.14
H 2.691 -1.240 4.832  0.13
H 3.763 0.030 4.314  0.16
H 4.874 -2.200 3.167  0.14
H 4.846 -0.757 2.050  0.15
H 5.280 -2.876 0.897  0.16
H 3.532 -2.348 0.485  0.11
H 3.317 -4.774 -0.164  0.09
H 3.398 -5.871 1.266  0.08
H 4.896 -5.087 0.603  0.10
C 3.769 1.773 -7.960  -0.08
O 2.542 1.374 -7.352  -0.23
C 2.618 0.007 -7.072  -0.19
C 3.748 -0.319 -5.941  -0.19
N 3.442 0.562 -4.944  -0.13
H 3.133 1.465 -5.320  0.11
H 0.745 2.255 -7.031  0.11
C 3.366 0.464 -3.631  -0.16
C 4.608 1.619 -3.023  -0.22
O 4.822 1.136 -1.784  -0.24
C 6.241 1.199 -1.358  -0.06
H 4.459 2.155 -7.210  0.09
H 3.600 2.617 -8.636  0.09
H 4.254 1.002 -8.613  0.12
H 2.875 -0.568 -7.924  0.11
H 1.683 -0.357 -6.591  0.11
H 4.672 -0.137 -6.478  0.09
H 3.765 -1.396 -5.713  0.13
H 3.645 -0.495 -3.120  0.13
H 2.524 1.089 -3.182  0.09
H 4.177 2.618 -3.057  0.09
H 5.480 1.540 -3.734  0.12
H 6.212 0.530 -0.475  0.07
H 6.523 2.182 -0.993  0.08
H 6.935 0.858 -2.118  0.08
C -0.585 -2.227 3.757  -0.14
O 0.116 -2.278 2.583  -0.25
C -0.331 -3.337 1.736  -0.17
C 0.202 -3.074 0.306  -0.18
N -0.246 -1.717 -0.084  -0.07
H -1.275 -1.722 -0.009  0.09
H -0.984 -0.517 1.641  0.07
C 0.084 -1.263 -1.458  -0.14
C 0.171 0.277 -1.492  -0.24
O 1.346 0.736 -0.910  -0.20
C 1.268 2.088 -0.538  -0.09
H -1.617 -1.825 3.592  0.11
H -0.075 -1.639 4.522  0.08
H -0.745 -3.195 4.214  0.09
H -1.463 -3.206 1.674  0.15
H -0.025 -4.312 2.194  0.14
H -0.232 -3.875 -0.331  0.12
H 1.313 -3.152 0.092  0.11
H -0.666 -1.591 -2.204  0.12
H 1.090 -1.597 -1.731  0.12
H -0.677 0.735 -0.973  0.10
H 0.062 0.668 -2.499  0.10
H 0.748 2.186 0.438  0.06
H 0.731 2.626 -1.346  0.10
H 2.296 2.426 -0.388  0.10
C -0.229 0.414 -9.178  -0.05
O -0.329 0.533 -7.752  -0.22
C -0.885 -0.607 -7.143  -0.26
C -1.387 -0.287 -5.794  -0.17
N -2.503 0.744 -5.818  -0.05
H -2.123 1.469 -6.371  0.09
H -4.157 -0.425 -5.965  0.06
C -2.776 1.261 -4.504  -0.20
C -3.855 2.344 -4.521  -0.20
O -5.137 1.764 -4.565  -0.26
C -5.996 2.287 -5.673  -0.02
H 0.581 1.032 -9.468  0.07
H -1.114 0.726 -9.769  0.10
H 0.001 -0.640 -9.389  0.10
H -0.160 -1.441 -7.024  0.13
H -1.694 -1.046 -7.739  0.13
H -0.542 0.076 -5.184  0.11
H -1.754 -1.207 -5.262  0.13
H -1.769 1.682 -4.151  0.13
H -2.950 0.357 -3.898  0.10
H -3.799 2.898 -5.452  0.12
H -3.794 2.999 -3.710  0.09
H -5.687 1.942 -6.700  0.11
H -5.947 3.382 -5.570  0.09
H -7.001 1.878 -5.413  0.09
C -3.067 1.930 1.379  0.03
C -2.388 0.604 1.094  -0.54
O -2.725 -0.161 0.210  0.06
O -1.439 0.258 1.978  0.09
H -2.433 2.729 1.808  0.09
H -3.854 1.745 2.138  0.11
H -3.554 2.285 0.488  0.06
C 0.288 4.433 -4.517  0.05
C 0.736 3.174 -5.313  -0.48
O 0.472 3.138 -6.638  0.09
O 1.367 2.289 -4.732  0.03
H 0.779 4.404 -3.586  0.06
H -0.754 4.562 -4.462  0.06
H 0.676 5.213 -5.045  0.05
C -5.298 -3.350 -5.283  0.03
C -4.722 -1.982 -5.013  -0.52
O -4.673 -1.226 -6.109  0.11
O -4.391 -1.510 -3.915  0.03
H -5.297 -3.895 -4.387  0.07
H -4.866 -3.875 -6.103  0.09
H -6.317 -3.221 -5.687  0.10